w) 21
Properties=species:S:1:pos:R:3:lowdin_charge:R:1 method="wB97M-V/def2-TZVPD" multiplicity=1 smiles="CCOC(=O)[C@@]12C=C[C@@H]1NN2" homo_lumo_gap_ev=9.54 homo_ha=-0.3176 lumo_ev=0.896
C -2.26507 1.49956 -0.37878 -0.04
C -1.38954 1.16965 0.59357 0.00
C 0.27520 -0.88510 -0.04552 -0.48
C -2.19230 0.18951 -1.05819 -0.24
C -1.09133 -0.20500 0.02177 -0.22
C 3.47301 0.58311 0.45160 -0.07
C 2.62998 -0.48296 -0.13153 -0.18
N -3.13089 -0.70976 -0.37389 -0.02
N -2.17550 -1.09596 0.75572 0.04
O 0.40347 -2.07365 -0.00089 0.12
O 1.22012 -0.02553 -0.24852 0.03
H -3.01323 2.27645 -0.59617 0.11
H -1.19963 1.69350 1.53252 0.11
H -2.35656 0.10272 -2.14856 0.14
H 3.70875 1.28578 -0.34112 0.08
H 2.98827 1.09005 1.34298 0.12
H 4.31066 0.09630 0.72350 0.04
H 2.52532 -1.38468 0.42851 0.11
H 3.06660 -0.74968 -1.12058 0.14
H -3.91643 -0.22856 -0.00463 0.08
H -1.87089 -2.14577 0.59822 0.13

x) 21
Properties=species:S:1:pos:R:3:lowdin_charge:R:1 method="wB97M-V/def2-TZVPD" multiplicity=1 homo_lumo_gap_ev=8.49 homo_ha=-0.2899 lumo_ev=0.606
C -3.26283 -2.39926 1.09709 -0.10
C -2.72172 2.38624 -1.13208 -0.43
C 1.90503 1.19770 0.94912 -0.12
C 0.73260 0.40712 1.63528 -0.20
C 1.86124 0.55425 -0.49325 -0.15
C 0.20325 -0.62864 0.68792 -0.04
C 0.76273 -1.47359 -1.49961 -0.07
N -3.85516 -1.42065 1.14354 0.05
N 0.84687 -0.50775 -0.43233 -0.24
O -3.61624 2.51396 -0.41779 0.21
O -1.82705 2.27736 -1.84522 0.20
H 1.64242 2.27009 0.83748 0.11
H 2.90678 0.89246 1.31116 0.10
H 0.84846 0.04421 2.57299 0.05
H -0.13521 1.07469 1.81024 0.11
H 1.54589 1.28127 -1.19099 0.10
H 2.83013 0.14045 -0.72067 0.10
H 1.80049 -1.91258 -1.53319 0.10
H -0.00451 -2.27157 -1.32706 0.09
H 0.56691 -0.99356 -2.45259 0.08
H -3.03011 -3.43221 0.99997 0.04

Most stable structure: x)

w) 10
Properties=species:S:1:pos:R:3:lowdin_charge:R:1 method="wB97M-V/def2-TZVPD" multiplicity=1 smiles="C#C/C=C/C=S" homo_lumo_gap_ev=7.45 homo_ha=-0.3242 lumo_ev=-1.376
C -1.48509 0.87128 1.00736 -0.67
C -0.87606 -0.12609 0.24389 -0.22
C 0.38432 0.09053 -0.05876 -0.12
C 1.33644 -0.49954 -1.06410 -0.09
C 2.15809 -0.96963 -1.79243 0.09
H -2.53497 0.71589 1.19760 0.03
H -1.63016 -1.09411 -0.01855 0.19
H 0.89167 0.89104 0.52279 0.09
H 2.65669 -1.85865 -2.12758 0.04
S -0.90094 1.97928 2.08978 0.66

x) 10
Properties=species:S:1:pos:R:3:lowdin_charge:R:1 method="wB97M-V/def2-TZVPD" multiplicity=1 smiles="C#CC=S.C#C" homo_lumo_gap_ev=7.96 homo_ha=-0.3308 lumo_ev=-1.041
C -1.77884 -0.34270 -1.73022 0.14
C -0.89367 -0.86711 -1.09550 -0.26
C 0.30503 -1.41497 -0.69600 -0.75
C 1.23492 1.25948 1.41456 -0.04
C 0.16637 1.39102 1.95040 -0.01
S 1.72977 -0.93870 -1.22693 0.71
H -2.46609 0.42985 -2.15108 0.07
H 0.31424 -2.30529 0.10792 0.11
H 2.11756 1.25360 0.82885 0.00
H -0.72930 1.53483 2.59800 0.04

Most stable structure: w)

w) 19
Properties=species:S:1:pos:R:3:lowdin_charge:R:1 method="wB97M-V/def2-TZVPD" multiplicity=1 homo_lumo_gap_ev=9.48 homo_ha=-0.3239 lumo_ev=0.666
C -2.48634 -0.78692 0.57153 -0.17
C -3.03757 0.37723 -0.16098 -0.17
C -1.82234 -0.31106 -0.66738 -0.47
C 4.31520 -0.03038 -0.91862 -0.19
N -0.49644 2.01743 0.09580 -0.40
N 0.41145 -0.42834 0.93694 -0.19
N 4.32308 -0.67213 0.14259 -0.01
S -0.27718 0.64074 -0.45951 0.88
H -1.83723 -0.78408 1.48191 0.10
H -2.90332 -1.76309 0.38996 0.10
H -4.12143 0.34574 -0.54209 0.14
H -2.81518 1.33170 0.34391 0.07
H -1.76661 -0.64414 -1.71056 0.10
H 3.35830 0.05847 -1.56403 0.09
H 5.26135 0.35383 -1.28948 0.05
H 0.57922 0.09775 1.71028 -0.04
H -1.32448 2.19023 0.73010 0.01
H 1.36140 -0.88826 0.67757 0.03
H 3.27811 -1.10471 0.23208 0.07

x) 19
Properties=species:S:1:pos:R:3:lowdin_charge:R:1 method="wB97M-V/def2-TZVPD" multiplicity=1 homo_lumo_gap_ev="8.29 / 8.29" homo_ha="-0.2840 / -0.2840" lumo_ev="0.566 / 0.566"
C -0.99104 0.11117 -1.36202 -0.09
C -0.45955 2.38078 -0.54581 -0.05
C -0.94492 0.92540 -0.16363 -0.44
C -0.17132 0.47953 0.97915 -0.05
N 0.76564 0.39938 3.15499 0.02
N 0.37843 0.73806 2.03960 -0.11
N 1.51651 -2.84943 -0.60008 -0.41
S 0.35879 -2.63594 0.64299 0.64
H 0.04682 -0.28943 -1.54262 0.10
H -1.64266 -0.65648 -1.16323 0.05
H -1.26200 0.76699 -2.17347 0.09
H 0.02320 2.75091 0.36835 0.07
H 0.29813 2.28844 -1.26123 0.05
H -1.28116 3.07631 -0.80491 0.09
H -1.91164 1.08289 0.34407 0.15
H -0.38222 -3.78329 0.23729 -0.11
H 1.74171 0.31985 3.20862 0.02
H 1.55045 -1.98289 -1.13969 0.00
H 2.36683 -3.12226 -0.21835 -0.03

Most stable structure: x)